Entry from OMol25: an isolated molecule of C8H9F2OP at a distorted geometry (the ωB97M-V functional and the def2-TZVPD basis).

## Properties
LUMO: -0.0257 hartree
HOMO-LUMO gap: 8.40 eV
DFT total energy: -926.460626 a.u.
HOMO energy: -0.334 Ha
Relative energy (zero: lowest compared OMol25 entry of this formula, charge and spin): 47.5 kcal/mol

Last columns: bonded neighbours and bond lengths (Å).
Element x y z (Å)
1 C 1.908 0.396 -0.783  C2 1.582, H13 1.042, H14 1.115, H15 1.017
2 C 0.358 0.698 -0.694  C1 1.582, F3 1.376, C4 1.467, C11 1.540
3 F 0.293 2.072 -0.643  C2 1.376
4 C -0.164 0.236 0.597  C2 1.467, C5 1.457, C8 1.363
5 C 0.604 0.444 1.818  C4 1.457, O6 1.194, P7 1.860
6 O 1.387 1.340 1.916  C5 1.194
7 P 0.206 -0.741 3.195  C5 1.860, H16 1.364, H17 1.337
8 C -1.375 -0.390 0.570  C4 1.363, C9 1.406, H18 1.087
9 C -2.217 -0.686 -0.516  C8 1.406, C10 1.316, H19 1.043
10 C -1.760 -0.330 -1.698  C9 1.316, C11 1.474, H20 1.119
11 C -0.408 0.207 -1.935  C2 1.540, C10 1.474, F12 1.331, H21 1.160
12 F 0.328 -0.701 -2.572  C11 1.331
13 H 2.308 0.820 -1.647  C1 1.042
14 H 1.811 -0.709 -0.677  C1 1.115
15 H 2.303 0.750 0.084  C1 1.017
16 H 1.088 -0.480 4.202  P7 1.364
17 H 0.904 -1.753 2.670  P7 1.337
18 H -1.820 -0.700 1.512  C8 1.087
19 H -3.082 -1.188 -0.221  C9 1.043
20 H -2.332 -0.488 -2.647  C10 1.119
21 H -0.341 1.200 -2.530  C11 1.160